120
Properties=species:S:1:pos:R:3:mulliken_charge:R:1 method="wB97M-V/def2-TZVPD" e_lumo_ha=-0.0089 e_tot_ha=-4618.3400 homo_ev=-10.0820 spin_multiplicity=1 homo_lumo_gap_ha=0.362
C 4.321 0.270 -0.498 -0.6086
C 4.392 0.084 -2.067 0.1542
O 4.880 1.222 -2.803 -0.4879
C 4.127 2.411 -2.547 -0.6990
C 2.567 2.280 -2.924 -0.2844
O 1.852 2.347 -1.673 -0.2166
Si 0.147 2.247 -1.839 -1.1403
O -0.476 0.640 -1.821 0.5411
C 0.315 -0.243 -2.652 -0.5546
C -0.390 -1.604 -3.009 0.8543
C 0.607 -2.357 -4.032 -1.4828
C -0.592 -2.586 -1.786 0.2624
C -1.458 -1.987 -0.587 -0.9483
C -1.316 -3.967 -2.242 -1.0053
B -0.618 3.238 -3.337 0.8490
C -2.147 2.891 -3.772 -0.9681
O 0.037 4.277 -4.076 -0.6598
C -0.573 3.071 -0.221 0.9256
F -1.530 2.278 0.400 -0.2673
F -1.163 4.294 -0.606 -0.3143
C 0.625 3.476 0.754 0.4303
F 0.106 4.309 1.771 -0.2973
F 1.299 2.386 1.270 -0.1874
H 3.728 -0.615 -0.097 0.2359
H 3.770 1.188 -0.154 0.0430
H 5.344 0.178 -0.014 0.3857
H 3.419 -0.276 -2.507 -0.3471
H 5.141 -0.750 -2.254 0.4470
H 4.574 3.227 -3.201 0.4566
H 4.237 2.803 -1.485 0.2324
H 2.427 1.326 -3.504 0.2806
H 2.359 3.138 -3.628 0.2749
H 1.299 -0.411 -2.106 -0.2063
H 0.478 0.303 -3.645 0.3923
H -1.375 -1.425 -3.535 0.3098
H 1.570 -1.748 -4.085 0.3935
H 0.192 -2.430 -5.073 0.2733
H 0.914 -3.369 -3.643 0.3685
H 0.428 -2.883 -1.396 0.2766
H -0.934 -1.139 -0.066 0.1598
H -1.553 -2.823 0.183 0.4018
H -2.525 -1.741 -0.875 -0.0252
H -1.333 -4.108 -3.358 0.3293
H -2.392 -3.900 -1.890 0.0506
H -0.876 -4.859 -1.711 0.2936
H -2.789 3.044 -2.849 0.2698
H -2.547 3.625 -4.544 0.2875
H -2.260 1.843 -4.174 0.3024
H 0.029 4.092 -5.031 0.2968
H 1.323 4.126 0.146 0.0006
O -4.469 -0.813 -2.884 -0.4788
C -5.119 -1.723 -2.476 0.3943
O -6.474 -1.791 -2.559 -0.3530
C -6.853 -3.079 -2.087 -0.3545
C -5.690 -3.453 -1.223 0.3344
F -5.485 -4.793 -1.236 -0.2941
O -4.592 -2.822 -1.861 -0.0757
H -6.979 -3.756 -2.936 0.2687
H -7.788 -3.035 -1.532 0.2675
H -5.766 -3.100 -0.191 0.3097
O -10.463 -9.177 -2.350 -0.4988
C -9.626 -8.487 -1.862 0.5483
O -8.439 -8.946 -1.383 -0.3376
C -7.673 -7.803 -1.012 -0.2442
C -8.734 -6.772 -0.783 0.3297
F -8.285 -5.531 -1.097 -0.1898
O -9.741 -7.137 -1.707 -0.3314
H -6.998 -7.537 -1.829 0.2159
H -7.081 -7.999 -0.118 0.2382
H -9.147 -6.769 0.229 0.2422
O 4.068 9.306 1.155 -0.5047
C 3.440 8.366 1.522 0.4734
O 2.085 8.265 1.425 -0.3678
C 1.739 6.950 1.844 -0.1341
C 2.905 6.573 2.704 0.4919
F 3.147 5.235 2.641 -0.2260
O 3.985 7.256 2.098 -0.3778
H 1.638 6.304 0.969 0.0794
H 0.799 6.947 2.392 0.3109
H 2.816 6.881 3.743 0.2477
O 1.695 -2.559 2.375 -0.5239
C 2.370 -1.820 3.017 0.6492
O 1.983 -1.263 4.197 -0.3019
C 3.108 -0.558 4.709 -0.4035
C 3.909 -0.295 3.471 0.6125
F 5.236 -0.282 3.741 -0.3137
O 3.623 -1.420 2.660 -0.2867
H 3.639 -1.191 5.426 0.2834
H 2.801 0.359 5.211 0.2514
H 3.631 0.620 2.940 0.0488
O 2.905 4.774 8.340 -0.5008
C 2.123 4.867 7.451 0.5302
O 0.859 4.363 7.487 -0.3060
C 0.207 4.796 6.298 -0.3924
C 1.362 5.058 5.381 0.3317
F 1.085 6.071 4.516 -0.3292
O 2.382 5.484 6.263 -0.2696
H -0.374 5.698 6.509 0.2887
H -0.464 4.028 5.915 0.3130
H 1.702 4.182 4.823 0.3106
O 9.057 -1.212 -0.856 -0.5169
C 8.917 -0.146 -1.364 0.6586
O 9.248 1.034 -0.770 -0.3193
C 9.056 2.055 -1.745 -0.4715
C 8.067 1.422 -2.674 0.8092
F 8.251 1.852 -3.948 -0.3260
O 8.398 0.048 -2.609 -0.3189
H 10.009 2.277 -2.232 0.2734
H 8.675 2.969 -1.288 0.2976
H 7.022 1.562 -2.384 -0.1371
O -6.300 -5.784 1.270 -0.4425
C -5.667 -5.253 2.127 0.5994
O -4.924 -5.916 3.051 -0.3162
C -4.221 -4.930 3.802 -0.4174
C -5.074 -3.714 3.606 0.2917
F -4.327 -2.585 3.609 -0.2610
O -5.604 -3.905 2.306 -0.2514
H -3.216 -4.808 3.390 0.2804
H -4.138 -5.218 4.849 0.2740
H -5.892 -3.617 4.325 0.2396



96
Properties=species:S:1:pos:R:3:mulliken_charge:R:1 method="wB97M-V/def2-TZVPD" e_above_lowest_kcal_mol=30.0 e_lumo_ha="-0.1458 / -0.1377" e_tot_ha=-3452.5177 s_squared=2.03 homo_ev="-10.0868 / -10.0136" spin_multiplicity=3 homo_lumo_gap_ha="0.225 / 0.230" charge=+1
Mo -16.371 -9.754 2.940 -2.3096
C -15.243 -10.516 5.594 -1.3261
N -14.740 -9.672 4.492 1.6860
C -14.535 -8.215 4.891 -0.7555
C -15.887 -7.590 5.177 -1.2007
N -16.754 -7.724 3.951 1.8719
C -18.149 -7.818 4.495 -1.8684
C -16.607 -6.609 3.006 -0.2603
C -16.406 -5.277 3.305 -0.8121
C -16.642 -4.294 2.322 -0.6626
C -16.820 -4.590 1.016 -0.6745
C -16.965 -5.967 0.688 -0.7093
C -16.908 -6.922 1.640 1.0590
S -17.522 -8.488 1.192 -0.4122
C -13.532 -10.241 3.935 0.0994
C -12.513 -10.630 4.781 -0.4394
C -11.154 -10.737 4.291 -0.8726
C -10.937 -10.353 2.960 -0.6556
C -11.998 -10.092 2.122 -0.4310
C -13.323 -9.972 2.556 -0.0004
S -14.563 -9.430 1.387 -0.2419
H -14.986 -10.140 6.574 0.4920
H -14.924 -11.571 5.426 0.4554
H -16.314 -10.516 5.594 0.1718
H -14.146 -7.604 4.098 0.3720
H -13.868 -8.164 5.807 0.3960
H -15.715 -6.563 5.341 0.4630
H -16.312 -8.000 6.087 0.4311
H -18.436 -6.884 5.002 0.4005
H -18.262 -8.699 5.118 0.4927
H -18.788 -7.945 3.641 0.4193
H -16.116 -4.888 4.267 0.3644
H -16.689 -3.281 2.747 0.3563
H -16.884 -3.772 0.261 0.3641
H -17.090 -6.218 -0.387 0.4015
H -12.716 -10.621 5.836 0.4429
H -10.299 -10.956 4.941 0.4087
H -9.926 -10.313 2.508 0.3760
H -11.861 -9.885 1.058 0.4351
C -25.508 -4.705 0.329 -0.9064
S -24.245 -5.961 0.260 0.6126
C -23.537 -5.913 -1.365 -0.9086
O -24.975 -7.254 0.265 -0.6187
H -26.465 -5.149 0.143 0.3133
H -25.363 -3.872 -0.432 0.3198
H -25.319 -4.156 1.297 0.2920
H -22.570 -5.367 -1.376 0.3150
H -24.297 -5.421 -2.055 0.2872
H -23.475 -6.944 -1.639 0.3194
C -24.529 -9.130 3.098 -1.7141
C -24.613 -10.655 3.196 2.4169
C -24.931 -11.206 1.823 -1.7195
C -25.635 -11.105 4.250 -1.6961
C -23.175 -11.064 3.692 0.2138
C -22.830 -11.397 5.042 -0.5098
C -21.493 -11.247 5.412 -1.4625
C -20.471 -11.190 4.481 0.4918
O -19.094 -11.047 4.668 -0.4818
B -18.437 -10.688 3.369 1.5049
O -19.607 -10.521 2.474 -0.5473
C -20.787 -10.828 3.201 0.7208
C -22.080 -10.870 2.708 -1.1396
H -25.590 -8.640 3.089 0.3122
H -24.094 -8.666 2.231 0.4780
H -24.078 -8.616 3.946 0.3684
H -26.027 -11.269 1.758 0.4604
H -24.477 -12.205 1.737 0.3392
H -24.576 -10.498 1.054 0.2749
H -26.643 -11.273 3.823 0.3484
H -25.605 -10.319 5.007 0.3809
H -25.350 -12.061 4.664 0.4032
H -23.578 -11.861 5.673 0.3723
H -21.170 -11.304 6.459 0.4032
H -22.290 -10.586 1.681 0.4334
C -15.618 -13.892 0.353 -0.9130
N -15.227 -14.067 1.739 0.2249
C -16.087 -14.999 2.487 -0.9264
N -17.473 -14.601 2.381 0.0957
C -17.836 -14.361 0.919 -0.8416
N -17.000 -13.450 0.233 0.1338
C -17.169 -12.065 0.491 -1.0277
P -16.819 -11.924 2.360 3.3018
C -15.103 -12.762 2.377 -1.0095
C -17.709 -13.428 3.185 -1.1209
H -15.621 -14.855 -0.121 0.3578
H -14.809 -13.348 -0.144 0.3590
H -15.838 -14.941 3.554 0.4730
H -16.050 -16.076 2.259 0.2723
H -18.882 -13.951 1.101 0.4374
H -17.836 -15.369 0.439 0.2730
H -18.159 -11.651 0.278 0.4016
H -16.348 -11.518 -0.032 0.3172
H -14.873 -12.926 3.457 0.2020
H -14.259 -12.221 1.940 0.3845
H -18.830 -13.230 3.395 0.2080
H -17.201 -13.584 4.187 0.3927



95
Properties=species:S:1:pos:R:3:mulliken_charge:R:1 method="wB97M-V/def2-TZVPD" e_above_lowest_kcal_mol=0.0 e_lumo_ha="0.0148 / 0.0100" e_tot_ha=-6755.2912 s_squared=3.76 homo_ev="-8.2385 / -8.6667" spin_multiplicity=4 homo_lumo_gap_ha="0.318 / 0.329"
V -0.374 0.704 -1.691 0.3142
O -1.352 -0.278 -3.478 -0.4185
S -0.108 0.348 -4.041 1.2663
O 0.133 0.171 -5.434 -0.7766
O -0.217 1.782 -3.555 -0.6294
O 0.968 -0.196 -3.111 -0.6422
C -0.347 4.827 0.259 -0.7023
Si 1.116 4.467 -0.849 0.2947
C 0.663 4.811 -2.626 -1.0055
C 2.561 5.535 -0.322 -0.9140
As 1.565 2.156 -0.667 0.1276
Si 2.245 1.725 1.546 0.2770
C 0.677 1.543 2.553 -0.5348
C 3.203 0.120 1.550 -0.6229
C 3.288 3.062 2.344 -1.1124
Si 3.460 1.739 -2.058 0.3210
C 3.913 -0.065 -1.916 -0.8149
C 3.126 2.219 -3.824 -0.8789
C 4.902 2.785 -1.453 -1.0857
H -0.612 5.885 0.175 0.4546
H -0.138 4.615 1.309 0.2861
H -1.212 4.237 -0.044 -0.1292
H 0.069 5.728 -2.682 0.4278
H 0.085 3.990 -3.055 0.1709
H 1.552 4.954 -3.241 0.3107
H 2.306 6.590 -0.457 0.3891
H 3.451 5.327 -0.918 0.2094
H 2.817 5.383 0.726 0.2290
H 0.089 0.712 2.168 -0.3080
H 0.060 2.442 2.520 0.2739
H 0.926 1.331 3.597 0.5645
H 2.769 -0.610 0.866 -0.1432
H 3.194 -0.319 2.551 0.4383
H 4.241 0.293 1.262 0.3379
H 2.704 3.959 2.552 0.2714
H 4.146 3.350 1.735 0.2737
H 3.665 2.684 3.298 0.3518
H 3.031 -0.688 -2.058 -0.0083
H 4.388 -0.303 -0.964 0.3375
H 4.620 -0.305 -2.715 0.4398
H 2.429 1.532 -4.300 0.1815
H 4.076 2.187 -4.366 0.4323
H 2.722 3.227 -3.914 0.1499
H 5.079 2.706 -0.380 0.2190
H 4.756 3.838 -1.702 0.2704
H 5.806 2.449 -1.968 0.3898
C -1.577 -1.360 1.711 -1.8740
P -1.605 -0.792 -0.034 1.6181
C -2.583 0.756 -0.072 -0.0445
C -2.731 1.630 1.011 -0.6399
C -3.397 2.833 0.858 -0.8382
C -3.887 3.211 -0.388 -0.5463
C -3.721 2.373 -1.475 -0.7756
C -3.090 1.141 -1.323 0.0505
C -2.715 -1.989 -0.835 0.9438
C -3.984 -2.246 -0.313 -0.5850
C -4.820 -3.156 -0.933 -0.8871
C -4.397 -3.808 -2.087 -0.5578
C -3.147 -3.540 -2.619 -1.1635
C -2.304 -2.627 -1.997 -0.2496
P -0.020 -2.312 2.056 0.6415
C -0.532 -3.260 3.538 0.2480
C -1.480 -2.790 4.443 -0.4161
C -1.770 -3.503 5.600 -0.6949
C -1.114 -4.694 5.867 -0.4491
C -0.162 -5.169 4.973 -0.6483
C 0.129 -4.456 3.823 -0.4238
C -0.130 -3.597 0.756 -0.0200
C 0.771 -3.521 -0.301 -0.0673
C 0.720 -4.442 -1.341 -0.5884
C -0.232 -5.448 -1.321 -0.4059
C -1.139 -5.531 -0.269 -0.8013
C -1.090 -4.610 0.762 -0.1954
H -2.473 -1.954 1.905 1.1645
H -1.589 -0.495 2.372 0.7923
H -2.339 1.369 1.984 0.2867
H -3.517 3.490 1.710 0.4136
H -4.391 4.162 -0.504 0.3883
H -4.097 2.656 -2.450 0.4624
H -3.022 0.471 -2.173 0.2609
H -4.322 -1.725 0.577 0.4488
H -5.802 -3.354 -0.524 0.4166
H -5.055 -4.513 -2.578 0.4059
H -2.824 -4.029 -3.528 0.4996
H -1.339 -2.394 -2.428 0.7090
H -2.007 -1.863 4.255 0.2883
H -2.513 -3.126 6.291 0.3934
H -1.343 -5.251 6.766 0.3770
H 0.355 -6.098 5.175 0.3901
H 0.870 -4.837 3.129 0.4054
H 1.513 -2.730 -0.316 0.2870
H 1.420 -4.368 -2.163 0.4408
H -0.275 -6.168 -2.129 0.4086
H -1.889 -6.311 -0.261 0.4194
H -1.798 -4.679 1.580 0.4281



96
Properties=species:S:1:pos:R:3:mulliken_charge:R:1 method="wB97M-V/def2-TZVPD" e_above_lowest_kcal_mol=44.1 e_lumo_ha="-0.1886 / -0.3225" e_tot_ha=-9022.0046 s_squared=6.04 homo_ev="-13.1187 / -13.1178" spin_multiplicity=5 homo_lumo_gap_ha="0.294 / 0.160" charge=+2
Co 0.152 2.212 -0.426 -0.2398
C 0.237 -2.512 5.677 -1.7029
C 0.131 -1.207 4.962 0.9221
C -0.971 -0.913 4.163 -0.4419
C -1.039 0.278 3.463 -0.5076
C -0.015 1.194 3.595 -0.1619
C 1.071 0.949 4.418 -0.7552
C 1.143 -0.255 5.091 -0.9093
S 0.032 2.557 2.475 1.3405
O 0.554 3.780 3.001 -0.7277
O -1.208 2.627 1.703 -0.6143
N 1.011 1.978 1.299 0.6399
C 2.312 2.143 1.001 0.6852
C 3.382 2.230 1.895 -0.5398
C 4.657 2.247 1.371 -0.7790
C 4.829 2.199 -0.010 -0.7220
C 3.711 2.170 -0.830 -0.4313
N 2.482 2.140 -0.338 0.3482
H -0.562 -3.189 5.392 0.3620
H 0.185 -2.351 6.753 0.4302
H 1.194 -2.987 5.470 0.3911
H -1.775 -1.627 4.077 0.4279
H -1.872 0.508 2.820 0.5097
H 1.836 1.700 4.536 0.7218
H 1.996 -0.471 5.718 0.5040
H 3.192 2.278 2.951 0.4551
H 5.512 2.279 2.029 0.4826
H 5.815 2.174 -0.442 0.4943
H 3.799 2.145 -1.909 0.5261
C -5.494 2.339 -0.517 -1.4232
C -4.256 2.405 -1.340 0.5825
C -4.279 2.372 -2.733 -0.4887
C -3.093 2.435 -3.444 -0.7516
C -1.916 2.516 -2.726 0.0750
Br -0.251 2.565 -3.639 -0.0352
N -1.862 2.537 -1.397 0.3570
C -3.009 2.493 -0.726 -0.8362
H -6.378 2.341 -1.147 0.3949
H -5.543 3.187 0.164 0.3461
H -5.499 1.434 0.089 0.3207
H -5.215 2.294 -3.263 0.4380
H -3.062 2.415 -4.522 0.4968
H -2.919 2.517 0.350 0.7258
N -1.367 7.247 0.555 -0.3702
C -0.509 6.489 -0.128 0.3140
C -0.501 5.070 -0.024 -0.1835
N 0.332 4.344 -0.737 0.5610
C 1.193 4.956 -1.554 -0.7009
C 1.174 6.341 -1.662 -0.5656
N 0.338 7.075 -0.971 -0.6050
H -1.952 6.860 1.274 0.1983
H -1.304 8.249 0.464 0.2724
H -1.177 4.568 0.653 0.1951
H 1.877 4.351 -2.124 0.5377
H 1.842 6.868 -2.325 0.3937
C -1.241 -2.912 1.278 -2.3079
C -1.383 -3.383 -0.174 2.7431
C -1.645 -4.895 -0.171 -1.6892
C -2.612 -2.683 -0.767 -1.9764
Si 0.266 -2.968 -1.185 -1.3393
Br 0.016 0.012 -1.103 0.2909
C 0.201 -3.167 -3.154 2.4666
C 0.256 -4.658 -3.512 -1.5723
C 1.377 -2.447 -3.822 -1.8073
C -1.089 -2.566 -3.720 -1.9216
C 2.001 -3.040 -0.235 2.7670
C 2.352 -4.512 0.039 -1.6909
C 1.966 -2.281 1.100 -1.9549
C 3.121 -2.415 -1.078 -2.0076
H -2.200 -3.007 1.783 0.8294
H -0.939 -1.870 1.319 0.1816
H -0.530 -3.525 1.821 0.3327
H -2.536 -5.097 0.419 0.4502
H -0.821 -5.454 0.261 0.3482
H -1.825 -5.269 -1.173 0.4048
H -3.447 -2.807 -0.082 0.5909
H -2.904 -3.126 -1.711 0.4167
H -2.439 -1.621 -0.906 0.2545
H 1.160 -5.132 -3.142 0.3722
H 0.248 -4.761 -4.595 0.4536
H -0.600 -5.200 -3.125 0.3311
H 2.312 -2.971 -3.663 0.3111
H 1.462 -1.426 -3.464 0.2850
H 1.204 -2.414 -4.895 0.6101
H -1.959 -3.156 -3.465 0.3089
H -1.021 -2.555 -4.805 0.6115
H -1.225 -1.547 -3.377 0.3967
H 1.621 -4.984 0.689 0.3708
H 3.322 -4.572 0.528 0.4535
H 2.411 -5.084 -0.882 0.3704
H 1.335 -2.768 1.834 0.2693
H 1.621 -1.261 0.965 0.1302
H 2.972 -2.241 1.513 0.6782
H 3.376 -3.035 -1.928 0.3605
H 4.019 -2.320 -0.471 0.6260
H 2.842 -1.425 -1.425 0.2948